# 1
{
  "formula": "C3H6N2O",
  "method": "the ωB97M-V functional and the def2-TZVPD basis",
  "energy_ev": -8234.295,
  "smiles": "N#CC=O.CN",
  "de_lowest_ev": 2.404,
  "orbital_gap_ev": 7.98,
  "fmax_ev_per_a": 1.138,
  "homo_energy_ha": -0.3342,
  "total_charge": 0,
  "multiplicity": 1,
  "lumo_energy_ev": -1.12,
  "elements": ["N", "C", "C", "O", "H", "C", "N", "H", "H", "H", "H", "H"],
  "positions_angstrom": [[-0.489783, -0.924715, -2.192252], [0.397023, -1.102485, -1.470925], [1.573026, -1.358476, -0.615817], [1.533945, -1.290777, 0.584435], [2.482541, -1.623888, -1.175758], [-0.608822, 1.437091, 0.729954], [-1.272957, 0.150885, 0.887119], [0.057995, 1.528726, -0.146683], [-0.010019, 1.643752, 1.622340], [-1.361921, 2.227914, 0.653195], [-0.588578, -0.564953, 1.110241], [-1.712449, -0.123074, 0.014152]],
  "forces_ev_per_angstrom": [[0.91, -0.20, 0.66], [-0.84, 0.15, -0.68], [0.09, -0.02, 0.51], [0.02, -0.05, -0.67], [-0.05, 0.04, 0.06], [0.09, 0.27, 0.05], [0.03, -0.15, -0.11], [-0.12, -0.08, 0.14], [-0.09, -0.01, -0.12], [0.13, -0.08, -0.01], [-0.14, 0.09, -0.01], [-0.01, 0.03, 0.19]],
  "mulliken_charge": [-0.309, 0.201, 0.131, -0.389, 0.335, -0.701, -0.652, 0.224, 0.294, 0.300, 0.287, 0.279]
}

# 2
{
  "formula": "C3H6N2O",
  "method": "the ωB97M-V functional and the def2-TZVPD basis",
  "energy_ev": -8235.370,
  "smiles": "C/N=C/NC=O",
  "de_lowest_ev": 1.328,
  "orbital_gap_ev": 10.51,
  "fmax_ev_per_a": 0.659,
  "homo_energy_ha": -0.3509,
  "total_charge": 0,
  "multiplicity": 1,
  "lumo_energy_ev": 0.96,
  "elements": ["C", "N", "C", "N", "C", "O", "H", "H", "H", "H", "H", "H"],
  "positions_angstrom": [[-2.083786, -0.063522, -0.622448], [-0.803101, -0.726633, -0.749889], [0.135595, 0.018733, -0.348813], [1.287921, -0.512234, 0.186073], [2.223706, 0.252536, 0.837687], [3.113393, -0.198859, 1.515139], [-1.929229, 0.932113, -0.180074], [-2.677201, -0.017397, -1.539355], [-2.634290, -0.642877, 0.127881], [0.082269, 1.118538, -0.319444], [1.223985, -1.495582, 0.421276], [2.060742, 1.335189, 0.671966]],
  "forces_ev_per_angstrom": [[-0.35, 0.13, 0.03], [0.26, 0.22, 0.56], [-0.08, -0.11, 0.06], [0.28, -0.16, -0.09], [0.17, -0.07, 0.02], [-0.21, 0.17, -0.17], [-0.47, 0.06, -0.34], [0.16, -0.06, 0.06], [-0.15, 0.13, -0.24], [-0.05, -0.21, 0.22], [0.30, 0.02, -0.15], [0.14, -0.13, 0.04]],
  "mulliken_charge": [-0.617, -0.465, 0.080, -0.148, 0.150, -0.518, 0.286, 0.225, 0.224, 0.231, 0.310, 0.241]
}